The following is a quantum chemistry calculation of C25H26FN3PdSi as an isolated structure in a non-equilibrium geometry, from the Open Molecules 2025 dataset.

For the strongest force on any atom, the calculation gives 3.09 eV/Å. Its expectation value of S² is 6.06. For the frontier orbital gap (spin up / spin down), the calculation gives 8.1 / 5.7 eV. Its total energy is -1649.1162 Eh. The calculation puts the HOMO energy (spin up / spin down) at -13.939 / -15.020 eV.

```
! wB97M-V def2-TZVPD RIJCOSX def2/J DEFGRID3
* xyz 2 5
Pd -0.529 0.273 -0.424
C 4.375 0.183 -1.714
Si 2.925 -0.548 -0.806
C 3.333 -1.122 0.952
C 2.198 -1.878 -1.857
N 1.597 0.722 -0.411
C 1.902 2.072 -0.243
C 3.194 2.566 0.105
C 3.422 3.926 0.224
C 2.414 4.835 -0.123
C 1.138 4.376 -0.518
C 0.923 3.045 -0.382
F -0.379 2.658 -0.631
H 4.955 -0.660 -2.012
H 5.054 0.767 -1.129
H 4.062 0.756 -2.624
H 4.245 -1.771 1.041
H 2.528 -1.699 1.328
H 3.448 -0.209 1.528
H 2.555 -2.793 -1.408
H 2.553 -1.785 -2.864
H 1.117 -1.887 -1.794
H 3.927 1.880 0.343
H 4.439 4.256 0.516
H 2.631 5.894 -0.128
H 0.374 5.079 -0.863
C -4.408 1.445 -2.267
C -4.991 0.204 -2.542
C -4.445 -1.001 -2.050
C -3.209 -0.894 -1.406
N -2.622 0.293 -1.210
C -3.206 1.428 -1.593
C -2.468 -2.046 -0.866
C -2.994 -3.306 -0.738
C -2.221 -4.356 -0.208
C -0.965 -4.090 0.276
C -0.513 -2.815 0.134
N -1.207 -1.796 -0.498
H -4.905 2.378 -2.619
H -5.921 0.136 -3.050
H -4.906 -1.942 -2.279
H -2.716 2.400 -1.362
H -4.024 -3.450 -1.047
H -2.590 -5.358 -0.100
H -0.399 -4.883 0.754
H 0.502 -2.496 0.469
C -1.069 0.161 4.421
C -2.242 -0.079 3.611
C -2.019 -0.096 2.298
C -0.743 0.124 1.698
C 0.396 0.298 2.517
C 0.209 0.407 3.877
H -1.107 0.234 5.479
H -3.169 -0.225 4.062
H -2.873 -0.386 1.639
H 1.335 0.265 2.004
H 1.087 0.510 4.491
*
```

---

The following is a quantum chemistry calculation of C25H26N10PSSc as an isolated structure, from the Open Molecules 2025 dataset.

For the strongest force on any atom, the calculation gives 0.63 eV/Å. For the frontier orbital gap, the calculation gives 7.2 eV. Its total energy is -3015.8191 Eh. The calculation puts the HOMO energy at -13.056 eV.

```
! wB97M-V def2-TZVPD RIJCOSX def2/J DEFGRID3
* xyz 2 1
Sc -0.439 0.603 -0.465
C 2.234 5.581 0.600
N 1.310 4.663 -0.070
C 0.398 5.020 -1.023
C -0.254 3.881 -1.388
N 0.252 2.825 -0.674
C 1.194 3.331 0.117
P 2.276 2.359 1.190
C 1.006 1.478 2.162
N -0.058 0.840 1.674
C -0.788 0.385 2.738
C -0.151 0.754 3.884
N 0.974 1.439 3.510
C 1.933 2.033 4.449
C 2.683 1.118 -0.081
N 1.828 0.535 -0.919
C 2.573 -0.236 -1.768
C 3.891 -0.104 -1.448
N 3.949 0.749 -0.381
C 5.188 1.211 0.257
H 2.053 6.577 0.209
H 2.049 5.583 1.671
H 3.262 5.297 0.392
H 0.295 6.039 -1.354
H -1.048 3.760 -2.102
H -1.712 -0.155 2.617
H -0.396 0.601 4.921
H 1.608 1.779 5.453
H 2.926 1.625 4.280
H 1.942 3.115 4.340
H 2.133 -0.840 -2.543
H 4.780 -0.527 -1.882
H 6.009 0.640 -0.165
H 5.339 2.268 0.054
H 5.146 1.034 1.328
N -4.878 1.238 -1.463
C -3.642 0.800 -1.181
S -2.521 1.978 -0.543
N -3.391 -0.458 -1.414
N -2.122 -0.822 -1.013
C -1.918 -2.098 -1.029
C -2.907 -3.106 -1.471
C -3.315 -3.146 -2.801
C -4.208 -4.116 -3.219
C -4.716 -5.034 -2.307
C -4.321 -4.988 -0.978
C -3.407 -4.032 -0.561
C -0.606 -2.560 -0.509
C -0.238 -3.897 -0.510
C 0.959 -4.260 0.091
C 1.747 -3.285 0.677
C 1.331 -1.968 0.592
N 0.193 -1.603 -0.002
H -5.146 2.187 -1.283
H -5.559 0.583 -1.811
H -2.942 -2.410 -3.502
H -4.518 -4.152 -4.255
H -5.423 -5.783 -2.636
H -4.723 -5.699 -0.268
H -3.098 -4.005 0.478
H -0.884 -4.633 -0.962
H 1.263 -5.298 0.105
H 2.673 -3.527 1.177
H 1.928 -1.169 1.013
*
```

---

The following is a quantum chemistry calculation of a 2-piece molecular cluster, C25H26NO4 overall in a non-equilibrium geometry, from the Open Molecules 2025 dataset.

For the strongest force on any atom, the calculation gives 3.93 eV/Å. For the frontier orbital gap, the calculation gives 5.6 eV. Its total energy is -1323.6803 Eh. The calculation puts the HOMO energy at -10.810 eV.

```
! wB97M-V def2-TZVPD RIJCOSX def2/J DEFGRID3
* xyz 1 1
C 4.514 -2.792 2.806
O 3.942 -1.507 2.841
C 2.541 -1.486 2.815
C 1.906 -0.233 2.808
C 0.541 -0.122 2.793
C -0.272 -1.284 2.782
C -1.668 -1.255 2.771
O -2.403 -2.406 2.791
C -3.793 -2.179 2.786
C 0.372 -2.539 2.789
C 1.737 -2.637 2.803
H 5.600 -2.698 2.798
H 4.221 -3.354 3.693
H 4.204 -3.312 1.899
H 2.531 0.645 2.814
H 0.076 0.848 2.783
H -2.193 -0.315 2.752
H -4.306 -3.144 2.789
H -4.074 -1.615 3.676
H -4.071 -1.620 1.893
H -0.242 -3.423 2.781
H 2.191 -3.611 2.807
O 0.307 0.431 -0.464
C -0.604 0.861 -1.146
O -0.941 2.182 -1.221
C -0.070 2.962 -0.437
C -0.401 4.413 -0.572
C -1.398 4.971 0.209
C -1.797 6.275 0.010
C -1.212 7.028 -0.984
C -0.238 6.475 -1.787
C 0.159 5.170 -1.586
N -1.408 0.036 -1.932
C -1.359 -1.382 -2.056
C -2.446 -2.083 -1.718
C -0.184 -2.013 -2.682
C -0.086 -3.390 -2.875
C 1.006 -3.943 -3.507
C 2.023 -3.128 -3.960
C 1.947 -1.761 -3.782
C 0.853 -1.213 -3.149
H -0.153 2.629 0.604
H 0.958 2.753 -0.754
H -1.890 4.359 0.945
H -2.585 6.695 0.614
H -1.526 8.046 -1.143
H 0.192 7.052 -2.590
H 0.878 4.716 -2.246
H -2.191 0.504 -2.374
H -2.509 -3.141 -1.851
H -3.297 -1.583 -1.305
H -0.866 -4.039 -2.524
H 1.066 -5.012 -3.638
H 2.880 -3.562 -4.446
H 2.746 -1.122 -4.128
H 0.792 -0.150 -2.994
*
```

---

The following is a quantum chemistry calculation of C25H27BF3KN14P as an isolated structure, from the Open Molecules 2025 dataset.

For the strongest force on any atom, the calculation gives 0.60 eV/Å. Its expectation value of S² is 0.75. For the frontier orbital gap (spin up / spin down), the calculation gives 7.6 / 8.3 eV. Its total energy is -3001.2889 Eh. The calculation puts the HOMO energy (spin up / spin down) at -7.620 / -8.280 eV.

```
! wB97M-V def2-TZVPD RIJCOSX def2/J DEFGRID3
* xyz 0 2
K -0.085 -0.234 -0.211
C 1.350 3.595 1.701
C 0.044 3.087 1.553
N -0.237 2.839 0.280
N 0.862 3.193 -0.413
C 1.837 3.628 0.414
B 0.967 2.921 -1.931
N -0.458 2.579 -2.441
C -1.373 3.500 -2.805
C -2.588 2.869 -2.940
C -2.314 1.534 -2.620
N -1.033 1.371 -2.306
N 1.996 1.772 -2.118
C 3.003 1.656 -3.015
C 3.793 0.596 -2.632
C 3.183 0.119 -1.459
N 2.107 0.826 -1.153
N 1.408 4.200 -2.655
C 1.412 5.471 -2.183
C 1.700 6.309 -3.232
C 1.853 5.440 -4.331
N 1.667 4.179 -3.981
H 1.862 3.888 2.603
H -0.702 2.901 2.312
H 2.797 3.935 0.029
H -1.102 4.533 -2.954
H -3.529 3.305 -3.230
H -2.973 0.680 -2.658
H 3.068 2.329 -3.853
H 4.678 0.229 -3.123
H 3.478 -0.710 -0.831
H 1.198 5.690 -1.150
H 1.789 7.381 -3.214
H 2.083 5.690 -5.356
C 1.313 -5.500 2.391
N 1.199 -4.566 1.285
C 2.073 -4.454 0.238
C 1.606 -3.429 -0.536
N 0.470 -2.907 0.019
C 0.243 -3.602 1.111
P -1.094 -3.351 2.320
C -0.452 -1.839 3.114
N 0.126 -0.826 2.503
C 0.470 0.064 3.484
C 0.091 -0.421 4.704
N -0.496 -1.635 4.465
C -1.035 -2.531 5.475
C -2.388 -2.640 1.256
N -2.224 -1.764 0.286
C -3.465 -1.552 -0.245
C -4.391 -2.316 0.409
N -3.701 -3.014 1.360
C -4.286 -3.922 2.333
H 2.044 -6.262 2.133
H 1.641 -4.994 3.300
H 0.357 -5.982 2.580
H 2.929 -5.100 0.143
H 2.010 -3.040 -1.458
H 0.961 0.995 3.251
H 0.189 -0.020 5.699
H -0.949 -2.050 6.445
H -2.083 -2.747 5.282
H -0.482 -3.468 5.497
H -3.616 -0.876 -1.070
H -5.455 -2.423 0.283
H -5.290 -4.184 2.008
H -3.692 -4.829 2.409
H -4.347 -3.456 3.316
F 0.882 -1.235 -3.273
C -0.073 -0.433 -3.747
F 0.340 0.161 -4.853
F -1.168 -1.153 -4.015
*
```